{"formula": "C12H33BN3O7", "method": "ωB97M-V/def2-TZVPD", "homo_lumo_gap_ev": 6.4, "relative_energy_kj_mol": 409.5, "e_lumo_ev": -5.952, "total_charge": 1, "multiplicity": 1, "elements": ["O", "O", "O", "O", "O", "O", "O", "N", "N", "N", "C", "C", "C", "C", "C", "C", "C", "C", "C", "C", "C", "C", "B", "H", "H", "H", "H", "H", "H", "H", "H", "H", "H", "H", "H", "H", "H", "H", "H", "H", "H", "H", "H", "H", "H", "H", "H", "H", "H", "H", "H", "H", "H", "H", "H", "H"], "xyz": [[0.254, -0.058, 2.126], [-0.837, 1.968, -2.766], [-3.400, -2.453, 1.291], [0.147, -2.612, 2.512], [-0.273, -1.463, -2.795], [0.965, -1.783, 0.272], [1.633, 0.168, 5.736], [-2.908, -0.164, 0.361], [-2.697, -0.660, 2.913], [-0.864, 0.496, 1.623], [1.701, 2.557, 5.479], [2.504, 1.295, 5.754], [0.076, 2.967, -3.213], [-0.080, -3.656, -3.762], [1.175, -1.693, -4.700], [-2.107, -0.087, 1.643], [-3.211, -1.621, 0.092], [-3.753, -1.658, 2.477], [-0.196, 3.280, -4.675], [-0.107, -2.159, -4.027], [3.602, 1.100, 4.721], [1.500, 2.476, -3.006], [0.446, -1.434, 1.625], [-0.966, -1.913, -4.661], [2.045, -1.888, -4.063], [2.946, 1.352, 6.755], [-1.228, 3.620, -4.811], [-3.876, -2.418, 3.390], [1.517, -1.006, -0.051], [-0.691, 1.168, -3.298], [0.031, -4.220, -4.693], [4.164, 0.182, 4.925], [-3.110, 0.073, 3.537], [-4.154, -1.771, -0.624], [0.481, 4.057, -5.045], [-1.004, -3.975, -3.266], [-4.823, -1.176, 2.314], [1.147, -0.612, -4.874], [1.323, -2.199, -5.659], [-0.804, 1.471, 1.219], [-0.074, 2.385, -5.297], [3.180, 0.995, 3.715], [1.682, 1.553, -3.568], [-3.761, 0.438, 0.373], [0.486, -1.676, -2.226], [1.678, 2.243, -1.951], [0.745, -3.920, -3.092], [-2.292, -2.058, -0.530], [-0.337, -3.285, 1.935], [1.235, 0.109, 4.852], [2.341, 3.444, 5.501], [4.299, 1.944, 4.721], [2.228, 3.229, -3.326], [0.907, 2.678, 6.223], [1.212, 2.503, 4.500], [-0.096, 3.863, -2.606]], "lowdin_charge": [0.0860, -0.0768, -0.1411, 0.0840, -0.0780, 0.0934, -0.0569, 0.0607, 0.1123, 0.0975, -0.0656, -0.4968, -0.5037, -0.0585, -0.0550, -0.0882, -0.1621, -0.1764, -0.0591, -0.4971, -0.0622, -0.0616, -0.4353, 0.1429, 0.0862, 0.1450, 0.0837, 0.1735, 0.1327, 0.0706, 0.0872, 0.0848, 0.1710, 0.1731, 0.0852, 0.0786, 0.1594, 0.0656, 0.0887, 0.2252, 0.0807, 0.0696, 0.0689, 0.1463, 0.0666, 0.0698, 0.0842, 0.1554, 0.1327, 0.0702, 0.0844, 0.0845, 0.0859, 0.0822, 0.0679, 0.1378]}


{"formula": "C12H33F6N3O8S2", "method": "ωB97M-V/def2-TZVPD", "homo_lumo_gap_ev": [7.5, 2.8], "e_lumo_ev": [-3.940, -8.631], "total_charge": 1, "multiplicity": 2, "elements": ["S", "S", "F", "F", "F", "F", "F", "F", "O", "O", "O", "O", "O", "O", "O", "O", "N", "N", "N", "C", "C", "C", "C", "C", "C", "C", "C", "C", "C", "C", "C", "H", "H", "H", "H", "H", "H", "H", "H", "H", "H", "H", "H", "H", "H", "H", "H", "H", "H", "H", "H", "H", "H", "H", "H", "H", "H", "H", "H", "H", "H", "H", "H", "H"], "xyz": [[3.446, -1.002, 2.862], [2.901, 1.601, 3.166], [1.487, -2.501, 3.860], [2.157, 4.191, 2.744], [3.391, -3.253, 4.401], [0.505, 2.738, 3.359], [1.388, 2.778, 1.351], [2.671, -1.388, 5.310], [4.738, -0.484, 3.405], [-2.246, 0.271, 0.596], [1.915, -1.270, -0.890], [-2.878, 3.144, -3.998], [3.526, -1.762, 1.638], [-1.522, -2.378, 1.975], [4.083, 2.060, 2.469], [2.905, 1.720, 4.589], [-2.862, 5.275, -2.127], [0.312, -0.413, 1.194], [2.157, 0.300, 2.634], [3.470, -0.302, -2.405], [-2.789, 2.861, -2.583], [-1.612, -3.002, -0.283], [2.225, -1.154, -2.224], [2.674, -2.171, 4.146], [1.616, 2.979, 2.628], [-1.504, -4.748, 1.541], [-1.972, 3.722, -0.343], [2.287, -2.605, -2.601], [-2.001, -3.395, 1.072], [-3.075, 1.873, -4.633], [-2.103, 4.027, -1.874], [1.340, -0.728, -2.697], [-0.365, 0.318, 1.030], [-1.701, -1.943, -0.523], [3.170, -3.153, -2.270], [-1.072, 4.103, -2.220], [-2.921, 3.297, -0.018], [-3.438, 5.481, -1.324], [4.394, -0.694, -1.979], [3.320, 0.686, -1.970], [-3.087, -3.335, 1.148], [-2.367, 1.071, -4.422], [0.742, -0.649, 0.311], [2.268, -2.644, -3.690], [-0.562, -3.292, -0.257], [-1.360, 2.834, -0.186], [-4.096, 1.543, -4.442], [-0.443, -4.896, 1.340], [-1.536, -5.117, 2.566], [-3.643, 5.037, -2.723], [2.603, -1.703, -0.380], [-2.191, -3.536, -1.036], [1.341, -3.111, -2.412], [-1.932, -2.344, 2.842], [3.596, -0.158, -3.479], [-1.933, -5.577, 0.978], [-2.967, 0.643, 0.088], [1.036, -0.117, 1.833], [-2.654, -0.028, 1.409], [-2.975, 2.095, -5.696], [-1.653, 4.591, 0.232], [-3.834, 2.752, -2.292], [-2.132, 2.032, -2.320], [-0.237, -1.169, 1.578]], "mulliken_spin": [-0.0158, -0.0996, 0.0017, -0.0004, 0.0008, -0.0009, -0.0010, -0.0003, -0.0041, 0.0001, 0.0012, 0.0000, 0.0126, 0.0000, 0.2530, 0.3093, 0.0000, 0.0098, 0.5738, 0.0002, 0.0000, -0.0001, 0.0000, -0.0002, -0.0057, 0.0000, -0.0001, 0.0001, 0.0000, 0.0000, 0.0000, 0.0001, 0.0019, 0.0000, 0.0000, 0.0000, 0.0000, 0.0000, 0.0000, 0.0000, 0.0000, 0.0000, 0.0027, 0.0000, 0.0001, 0.0000, 0.0000, 0.0000, 0.0000, 0.0000, -0.0004, 0.0000, 0.0001, 0.0000, 0.0000, 0.0000, 0.0000, -0.0393, 0.0000, 0.0000, 0.0000, 0.0000, 0.0000, 0.0007]}


{"formula": "C12H34BFN4O7S", "method": "ωB97M-V/def2-TZVPD", "homo_lumo_gap_ev": 8.5, "e_lumo_ev": 0.049, "smiles": "NB(O)NS(=O)(=O)F.COCCNCCOC.COCCNCCOC", "multiplicity": 1, "elements": ["S", "F", "O", "O", "O", "O", "O", "O", "O", "N", "N", "N", "N", "C", "C", "C", "C", "C", "C", "C", "C", "C", "C", "C", "C", "B", "H", "H", "H", "H", "H", "H", "H", "H", "H", "H", "H", "H", "H", "H", "H", "H", "H", "H", "H", "H", "H", "H", "H", "H", "H", "H", "H", "H", "H", "H", "H", "H", "H", "H"], "xyz": [[-0.331, 1.600, -1.699], [-0.518, 2.978, -2.446], [3.825, -2.522, -1.921], [2.969, 2.760, -2.499], [-6.468, 4.132, 3.556], [-1.280, 1.623, -0.644], [3.944, -6.260, 0.803], [-3.835, 5.519, -0.007], [-0.332, 0.605, -2.714], [5.583, -5.094, -1.394], [1.170, 1.761, -1.124], [2.706, 0.305, -2.573], [-5.591, 3.056, 0.915], [-4.354, 6.063, 1.189], [5.895, -3.860, -2.106], [-4.576, 3.161, -0.129], [5.362, -6.311, 0.722], [-3.442, 4.160, 0.060], [3.268, -7.205, 0.001], [3.001, -3.164, -0.967], [5.215, -2.571, -1.663], [-7.746, 4.549, 3.127], [5.919, -5.092, 0.021], [-6.159, 2.771, 3.283], [-5.093, 2.645, 2.218], [2.320, 1.619, -2.107], [4.599, -5.299, -1.502], [5.646, -4.018, -3.158], [3.334, -6.971, -1.068], [3.473, 3.242, -1.841], [7.009, -5.098, 0.124], [-3.870, 5.632, 2.071], [2.220, -7.186, 0.295], [-4.224, 3.229, 2.551], [5.748, -6.332, 1.745], [-4.158, 7.136, 1.172], [3.659, -8.215, 0.159], [2.031, -2.665, -0.977], [-7.925, 5.533, 3.557], [-8.526, 3.866, 3.476], [5.684, -7.227, 0.218], [2.118, 0.020, -3.355], [-7.062, 2.227, 2.990], [1.211, 2.600, -0.551], [-6.067, 3.944, 1.005], [-4.781, 1.598, 2.161], [-5.782, 2.330, 4.210], [-5.435, 5.920, 1.278], [5.543, -4.207, 0.552], [-5.090, 3.419, -1.058], [2.484, -0.377, -1.852], [5.646, -1.756, -2.249], [-7.817, 4.628, 2.036], [-2.877, 3.975, 0.982], [-4.130, 2.172, -0.275], [3.420, -3.097, 0.041], [2.828, -4.217, -1.207], [-2.747, 4.013, -0.768], [6.978, -3.704, -2.058], [5.408, -2.342, -0.607]], "lowdin_charge": [0.5798, -0.1453, -0.1986, 0.1648, -0.1936, -0.2435, -0.1936, -0.1761, -0.2344, -0.0512, 0.0051, 0.1801, -0.0499, -0.1046, -0.1995, -0.1946, -0.2179, -0.2294, -0.1165, -0.0976, -0.2246, -0.1189, -0.2203, -0.2184, -0.2190, -0.6695, 0.0703, 0.1207, 0.0787, 0.1074, 0.1241, 0.0878, 0.0884, 0.1062, 0.1215, 0.0866, 0.0876, 0.0843, 0.0876, 0.0869, 0.1220, 0.0902, 0.1212, 0.1150, 0.0698, 0.1251, 0.1207, 0.0724, 0.1051, 0.1216, 0.0589, 0.1230, 0.0786, 0.1122, 0.1124, 0.0904, 0.0753, 0.1053, 0.1180, 0.1119]}


{"formula": "C12H34NO6Y", "method": "ωB97M-V/def2-TZVPD", "homo_lumo_gap_ev": 2.7, "relative_energy_kj_mol": 0.0, "e_lumo_ev": -10.604, "total_charge": 2, "multiplicity": 1, "elements": ["Y", "O", "O", "O", "O", "O", "O", "N", "C", "C", "C", "C", "C", "C", "C", "C", "C", "C", "C", "C", "H", "H", "H", "H", "H", "H", "H", "H", "H", "H", "H", "H", "H", "H", "H", "H", "H", "H", "H", "H", "H", "H", "H", "H", "H", "H", "H", "H", "H", "H", "H", "H", "H", "H"], "xyz": [[-1.680, -0.090, -4.128], [-2.136, 2.230, 1.285], [-1.641, 2.775, -1.644], [-0.204, 0.502, -2.600], [0.319, -0.979, -5.032], [1.020, 2.572, -4.299], [1.847, -1.358, -2.985], [-1.552, 1.302, 2.174], [2.346, -3.695, -3.003], [-1.314, -1.046, 2.804], [-1.845, -0.059, 1.759], [-1.195, -0.383, 0.385], [1.817, -2.562, -2.168], [-0.195, 3.110, 3.136], [2.726, -2.302, -0.975], [0.274, 0.712, 3.632], [0.810, 1.710, 1.365], [-0.186, 1.706, 2.548], [0.097, -0.768, 3.326], [-3.364, -0.270, 1.689], [0.858, -1.201, 2.673], [1.803, 2.114, -4.634], [-3.844, 0.423, 0.997], [-0.202, -0.830, 0.424], [1.041, 0.667, 1.140], [0.500, 2.280, 0.489], [-0.226, 0.243, -1.655], [1.322, 0.929, 3.858], [-1.801, -1.147, -0.127], [1.034, -1.228, -4.353], [1.790, 2.109, 1.634], [-2.758, 2.739, 1.821], [0.759, -2.758, -1.940], [0.827, 2.145, -3.454], [2.320, -1.587, -0.257], [-3.663, -1.306, 1.534], [3.044, -3.194, -0.434], [3.346, -3.476, -3.387], [-1.599, 2.843, -0.673], [-1.239, 0.534, -0.201], [-1.066, 3.265, 3.782], [-0.323, 3.898, 2.388], [-1.215, 1.940, -1.885], [0.180, -1.282, 4.284], [2.536, -4.573, -2.381], [0.678, 3.397, 3.719], [-1.979, -1.252, 3.642], [1.708, -4.011, -3.829], [1.197, -0.709, -2.650], [3.657, -1.878, -1.357], [-3.827, -0.031, 2.651], [-0.241, 0.973, 4.559], [-1.274, -2.002, 2.265], [0.714, -1.138, -5.910]], "lowdin_charge": [2.1600, -0.0311, -0.0572, -0.4005, -0.1365, -0.0402, -0.0943, -0.0848, -0.0483, -0.1286, -0.4957, -0.0445, -0.4453, -0.0336, -0.0270, -0.1244, -0.0214, -0.4992, -0.1609, -0.0285, 0.1045, 0.0539, 0.0787, 0.0689, 0.0541, 0.0754, 0.0083, 0.1298, 0.0820, 0.0460, 0.0978, 0.1304, 0.1358, -0.0064, 0.0683, 0.0915, 0.0968, 0.1023, 0.0273, 0.0381, 0.0950, 0.0851, -0.0634, 0.1203, 0.0989, 0.0978, 0.1289, 0.0812, 0.0380, 0.1005, 0.0986, 0.1309, 0.1222, 0.1244]}


| no. | calculated total energy (eV) |
| --- | --- |
| 1 | -32448.9002 |
| 2 | -71791.5515 |
| 3 | -47517.0102 |
| 4 | -27795.4535 |